No. 1
ORCA calculation (ωB97M-V with the def2-TZVPD basis set) on the molecule C27H26N2O2S.

Calculated total energy, eV: -46328.066
E_LUMO, eV: 0.4
SMILES string: N#C[C@](c1ccccc1)([C@H](/C=C/N1CCCC1)c1ccccc1)S(=O)(=O)c1ccccc1
HOMO-LUMO gap, eV: 8.049
Molecular weight, g mol⁻¹: 442.58
ΔE to the lowest compared entry with this formula, charge and spin, kcal per mole: 11.1

Each line ends with the natural charge from an NBO analysis.
Cartesian coordinates (Å):
H: -3.688 -1.528 3.787  0.24
H: 6.319 -0.299 -2.848  0.22
H: 3.350 -3.024 1.764  0.22
H: -2.362 0.545 -2.302  0.22
N: -0.177 0.874 2.755  -0.34
H: 5.158 -0.571 -4.164  0.21
C: 2.158 -0.405 -1.181  0.12
H: 5.568 1.918 -2.582  0.21
H: -0.482 -0.692 -1.205  0.23
H: 4.652 1.715 -4.087  0.22
C: 5.275 -0.169 -3.151  -0.41
H: 4.891 -1.340 -1.357  0.19
C: -3.838 -0.548 3.356  -0.19
O: -2.924 -1.442 -0.228  -0.95
H: -1.526 4.456 0.625  0.22
C: 2.344 -3.162 1.389  -0.22
H: 3.927 -1.846 -2.699  0.20
C: -0.247 -3.401 0.404  -0.22
H: 0.421 -5.292 -0.385  0.22
C: -3.341 -0.273 2.090  -0.25
H: -5.198 2.526 4.027  0.22
N: 3.279 -0.023 -1.813  -0.40
C: 2.016 -4.298 0.650  -0.21
H: -4.369 2.941 1.712  0.22
H: 2.764 -5.078 0.452  0.22
S: -2.525 -1.575 1.164  2.14
C: -0.426 -0.023 2.010  0.27
H: -4.857 0.263 5.072  0.22
C: 0.129 -2.216 1.056  0.02
C: -2.154 1.411 -1.658  -0.14
C: -1.678 3.635 -0.066  -0.21
C: 4.822 1.303 -3.091  -0.41
H: -3.224 1.105 0.462  0.25
C: 4.333 -0.950 -2.220  -0.20
H: 0.026 2.534 0.685  0.23
H: 3.580 2.039 -1.460  0.19
C: -3.575 0.946 1.478  -0.21
C: -2.741 3.675 -0.963  -0.22
H: -3.803 2.565 -2.463  0.22
H: 2.679 1.704 -2.933  0.21
C: 1.206 0.486 -0.661  -0.41
C: -2.959 2.559 -1.772  -0.24
C: -0.711 -0.949 0.922  -0.40
H: 2.018 -1.489 -1.096  0.20
C: 1.416 -2.142 1.600  -0.21
C: -0.837 2.514 0.014  -0.20
C: -4.497 0.457 4.060  -0.22
C: -4.224 1.961 2.174  -0.20
H: 1.586 1.507 -0.474  0.22
O: -2.828 -2.759 1.900  -0.90
C: -4.689 1.719 3.475  -0.18
H: -3.435 4.519 -0.971  0.22
C: 0.700 -4.410 0.190  -0.21
C: -0.206 0.127 -0.472  -0.17
H: -1.224 -3.554 -0.069  0.24
H: 1.713 -1.237 2.125  0.23
C: -1.092 1.355 -0.724  -0.06
C: 3.506 1.335 -2.301  -0.21

---

No. 2
ORCA calculation (ωB97M-V with the def2-TZVPD basis set) on the molecule C6H11NO.

Calculated total energy, eV: -9929.433
E_LUMO, eV: 1.0
SMILES string: C[C@H]1[C@@H]2OCC[C@@]12N
HOMO-LUMO gap, eV: 8.029
Molecular weight, g mol⁻¹: 113.16
ΔE to the lowest compared entry with this formula, charge and spin, kcal per mole: 208.0

Each line ends with the natural charge from an NBO analysis.
Cartesian coordinates (Å):
H: -0.791 -1.339 -1.758  0.31
C: 1.271 1.849 -0.122  -0.09
H: 2.022 -1.528 0.146  0.36
H: 2.164 -0.714 -1.156  0.34
C: -1.221 -0.798 -0.716  -0.18
H: 0.566 0.822 1.785  0.23
N: 1.391 -1.236 -0.746  -0.83
H: 2.216 0.391 1.258  0.16
O: 0.185 1.399 -1.297  -0.58
H: 0.902 2.765 0.212  0.19
C: 0.454 -0.536 -0.025  0.02
C: -2.331 -1.222 0.328  -0.65
H: -1.128 1.299 0.505  0.21
C: -0.694 0.644 -0.433  0.09
C: 0.999 0.549 0.856  -0.45
H: -2.298 -0.722 1.323  0.23
H: 2.197 1.814 -0.600  0.19
H: -2.428 -2.350 0.438  0.23
H: -3.477 -1.089 0.002  0.21

---

No. 3
ORCA calculation (ωB97M-V with the def2-TZVPD basis set) on the molecule C4H6F2N2.

Calculated total energy, eV: -12659.430
E_LUMO, eV: 1.0
SMILES string: CC1=NNCC1(F)F
HOMO-LUMO gap, eV: 9.990
Molecular weight, g mol⁻¹: 120.10
ΔE to the lowest compared entry with this formula, charge and spin, kcal per mole: 16.3

Each line ends with the natural charge from an NBO analysis.
Cartesian coordinates (Å):
C: -2.101 0.115 0.032  -0.65
H: 1.839 1.846 -0.357  0.36
N: 1.287 1.222 0.175  -0.43
H: -2.357 -0.652 -0.705  0.23
H: 2.166 -0.288 -1.074  0.22
H: 2.312 -0.537 0.813  0.23
F: 0.249 -1.774 -0.948  -0.34
F: 0.299 -1.458 1.255  -0.35
N: -0.028 1.426 -0.001  -0.17
H: -2.477 -0.331 0.959  0.23
H: -2.599 1.077 -0.117  0.24
C: 0.348 -0.810 0.033  0.63
C: -0.646 0.295 -0.011  0.10
C: 1.710 -0.132 -0.052  -0.31

---

No. 4
ORCA calculation (ωB97M-V with the def2-TZVPD basis set) on C2H2F3NO as an isolated structure.

Calculated total energy, eV: -13792.532
E_LUMO, eV: -0.5
HOMO-LUMO gap, eV: 8.545
Molecular weight, g mol⁻¹: 113.04
ΔE to the lowest compared entry with this formula, charge and spin, kcal per mole: 105.3

Each line ends with the natural charge from an NBO analysis.
Cartesian coordinates (Å):
O: -2.368 0.079 0.039  -0.19
F: 1.610 -1.078 -0.730  -0.33
H: 0.856 -0.788 1.213  0.14
N: -1.650 0.906 0.422  0.22
F: 0.899 1.589 0.451  -0.35
F: -0.340 -1.624 -0.094  -0.32
C: 0.617 -0.770 0.117  0.51
C: 0.170 0.643 -0.224  0.15
H: 0.206 1.042 -1.193  0.17

---

HOMO-LUMO gap of number 4 (C2H2F3NO)? 8.545 eV

---

Which formula does entry 4 have? C2H2F3NO

---

Which of these has the highest ΔE to the lowest compared entry with this formula, charge and spin? C6H11NO